Entry 1:
Entry from OMol25: C29H55As3CaClN6O4PS as an isolated structure at a distorted geometry (wB97M-V/def2-TZVPD).

Last column: Löwdin charge in e.
CARTESIAN COORDINATES (ANGSTROEM)
Ca1 -0.005 -0.020 -0.728  0.835
C1 -7.364 -1.709 -4.614  -0.050
C2 -5.971 -1.361 -4.139  -0.266
C3 -5.450 -0.081 -4.340  -0.034
C4 -4.185 0.263 -3.890  -0.041
C5 -3.424 -0.693 -3.221  -0.284
C6 -3.914 -1.975 -3.008  -0.077
C7 -5.181 -2.299 -3.477  -0.056
S1 -1.909 -0.213 -2.489  0.474
O1 -1.104 -1.429 -2.231  -0.476
O2 -1.272 0.723 -3.401  -0.318
N1 -2.235 0.401 -1.077  -0.309
C8 -2.442 1.897 -1.006  -0.154
C9 -1.379 2.462 -0.038  -0.628
O3 -1.749 3.167 0.921  -0.015
O4 -0.171 2.075 -0.241  -0.232
H1 -7.581 -1.261 -5.586  0.079
H2 -8.121 -1.341 -3.912  0.083
H3 -7.494 -2.788 -4.703  0.074
H4 -6.048 0.659 -4.863  0.116
H5 -3.782 1.254 -4.072  0.117
H6 -3.303 -2.708 -2.490  0.116
H7 -5.561 -3.306 -3.333  0.114
H8 -3.417 2.148 -0.620  0.102
H9 -2.311 2.366 -1.980  0.104
C10 -0.634 -3.946 1.184  -0.337
As1 0.579 -2.637 0.423  1.053
C11 2.044 -3.074 1.605  -0.349
C12 0.961 -3.772 -1.177  -0.336
C13 2.189 -3.650 -2.123  -0.638
C14 2.100 -4.896 -3.022  -0.119
C15 2.148 -2.443 -3.094  -0.328
As2 2.073 -0.574 -2.485  1.054
C16 1.933 0.164 -4.290  -0.291
C17 3.900 -0.110 -2.203  -0.348
C18 3.502 -3.688 -1.289  -0.366
As3 5.114 -4.530 -2.060  1.112
C19 6.061 -4.589 -0.352  -0.355
C20 6.078 -2.983 -2.756  -0.357
H10 -0.108 -4.893 1.267  0.022
H11 -1.518 -4.060 0.555  0.019
H12 -0.947 -3.595 2.163  0.006
H13 2.277 -4.133 1.529  0.022
H14 1.697 -2.855 2.617  0.012
H15 2.912 -2.459 1.395  -0.019
H16 0.054 -3.662 -1.779  0.061
H17 0.957 -4.785 -0.782  0.067
H18 1.100 -4.963 -3.463  0.086
H19 2.284 -5.810 -2.452  0.077
H20 2.826 -4.869 -3.836  0.059
H21 1.249 -2.531 -3.710  0.079
H22 2.999 -2.498 -3.769  0.068
H23 2.696 -0.277 -4.925  0.025
H24 2.076 1.239 -4.233  0.029
H25 0.941 -0.026 -4.697  0.016
H26 4.500 -0.484 -3.022  0.014
H27 4.249 -0.475 -1.245  -0.016
H28 3.945 0.974 -2.177  0.031
H29 3.336 -4.308 -0.409  0.046
H30 3.760 -2.695 -0.922  0.057
H31 5.607 -5.345 0.288  0.014
H32 6.018 -3.618 0.151  0.027
H33 7.103 -4.859 -0.527  0.015
H34 5.610 -2.624 -3.672  0.005
H35 7.093 -3.304 -2.992  0.014
H36 6.115 -2.174 -2.026  0.015
Cl1 2.312 0.246 0.807  -0.072
C21 -5.556 -2.822 2.267  -0.049
N2 -4.932 -1.931 1.282  -0.199
C22 -5.472 -1.949 -0.085  -0.040
C23 -3.629 -1.623 1.430  -0.254
N3 -2.496 -1.380 1.481  0.187
H37 -6.604 -2.556 2.378  0.084
H38 -5.061 -2.704 3.226  0.088
H39 -5.486 -3.870 1.957  0.089
H40 -6.533 -1.711 -0.042  0.091
H41 -5.343 -2.926 -0.555  0.086
H42 -4.967 -1.198 -0.686  0.079
C24 -0.978 2.791 4.222  -0.120
N4 -0.290 2.258 2.988  -0.061
C25 1.201 2.518 3.082  -0.120
N5 1.736 1.955 4.300  -0.133
C26 1.020 2.476 5.462  -0.179
N6 -0.430 2.226 5.425  -0.144
C27 -0.723 0.774 5.541  -0.337
P1 0.015 -0.265 4.195  1.018
C28 -0.590 0.790 2.809  -0.314
C29 1.722 0.468 4.265  -0.334
H43 -2.036 2.568 4.126  0.141
H44 -0.835 3.868 4.215  0.142
H45 -0.709 2.694 2.188  0.071
H46 1.330 3.597 3.071  0.143
H47 1.652 2.072 2.203  0.034
H48 1.180 3.553 5.513  0.128
H49 1.428 2.020 6.362  0.126
H50 -1.803 0.627 5.547  0.081
H51 -0.349 0.421 6.502  0.080
H52 -1.660 0.677 2.672  0.073
H53 -0.090 0.516 1.899  0.000
H54 2.254 0.130 3.378  0.012
H55 2.242 0.082 5.139  0.083

The LUMO energy comes out at 0.41 eV. For the total energy, the calculation gives -10352.25533 Ha.

***

Entry 2:
Entry from OMol25: a 2-piece molecular cluster, C29H48B2N3O4 overall at a distorted geometry (wB97M-V/def2-TZVPD).

Last column: Löwdin charge in e.
CARTESIAN COORDINATES (ANGSTROEM)
C1 -3.102 3.968 1.652  -0.093
C2 -2.575 2.548 1.370  -0.233
C3 -3.731 1.548 1.236  -0.149
C4 -3.585 0.202 1.986  -0.292
C5 -4.079 0.324 3.438  -0.040
C6 -2.242 -0.486 1.829  -0.012
C7 -1.156 -0.251 2.743  -0.248
N1 -1.244 0.663 3.748  0.141
C8 -0.846 0.414 4.939  -0.339
C9 -0.088 1.454 5.700  -0.003
C10 -1.148 -0.867 5.649  -0.010
N2 0.011 -0.865 2.677  0.224
N3 0.183 -1.738 1.685  0.069
B1 1.573 -2.398 1.722  -0.489
C11 1.820 -3.489 2.798  0.041
O1 2.463 -1.967 0.807  0.216
C12 -0.723 -2.017 0.768  0.014
B2 -0.338 -3.118 -0.363  -0.420
O2 -0.761 -4.393 -0.113  0.192
C13 0.466 -2.797 -1.662  -0.136
C14 0.012 -3.660 -2.850  -0.081
C15 -1.995 -1.388 0.814  -0.079
C16 -2.989 -1.723 -0.266  -0.097
C17 -2.642 -1.109 -1.645  -0.130
C18 -2.196 0.366 -1.613  -0.170
C19 -0.877 0.662 -2.362  -0.167
C20 0.240 1.112 -1.404  -0.157
C21 1.647 0.796 -1.929  -0.166
O3 2.536 1.903 -1.650  -0.049
C22 2.913 1.924 -0.332  -0.521
C23 2.483 3.142 0.439  0.023
O4 3.562 1.040 0.160  0.123
H1 -4.047 4.107 1.120  0.073
H2 -2.435 4.742 1.280  0.071
H3 -3.332 4.107 2.708  0.075
H4 -2.009 2.605 0.440  0.093
H5 -1.908 2.292 2.189  0.082
H6 -4.671 1.985 1.573  0.116
H7 -3.882 1.308 0.182  0.100
H8 -4.299 -0.474 1.515  0.119
H9 -3.953 -0.600 4.000  0.085
H10 -3.551 1.134 3.937  0.073
H11 -5.124 0.625 3.405  0.089
H12 0.003 1.165 6.746  0.083
H13 0.920 1.501 5.288  0.101
H14 -0.577 2.426 5.664  0.095
H15 -0.262 -1.220 6.179  0.094
H16 -1.906 -0.653 6.405  0.105
H17 -1.482 -1.649 4.971  0.078
H18 0.896 -3.872 3.228  0.074
H19 2.428 -4.312 2.425  0.082
H20 2.381 -3.021 3.614  0.091
H21 2.922 -2.700 0.382  0.135
H22 -1.661 -4.462 0.221  0.120
H23 0.363 -1.733 -1.869  0.074
H24 1.536 -2.979 -1.525  0.114
H25 -1.064 -3.596 -3.024  0.073
H26 0.222 -4.707 -2.639  0.082
H27 0.511 -3.364 -3.770  0.084
H28 -2.994 -2.809 -0.400  0.118
H29 -4.003 -1.457 0.012  0.113
H30 -1.908 -1.713 -2.175  0.082
H31 -3.556 -1.173 -2.236  0.122
H32 -2.972 0.965 -2.090  0.117
H33 -2.075 0.731 -0.597  0.061
H34 -0.538 -0.225 -2.901  0.096
H35 -1.012 1.449 -3.103  0.121
H36 0.125 0.647 -0.420  0.108
H37 0.204 2.196 -1.291  0.121
H38 2.068 -0.086 -1.443  0.108
H39 1.646 0.649 -3.007  0.126
H40 2.048 3.903 -0.203  0.085
H41 1.762 2.850 1.202  0.088
H42 3.347 3.576 0.940  0.093
C24 5.174 -0.155 -4.879  -0.095
C25 4.474 0.865 -4.248  -0.099
C26 4.157 2.024 -4.943  -0.093
C27 4.533 2.160 -6.272  -0.093
C28 5.230 1.140 -6.904  -0.093
C29 5.554 -0.016 -6.207  -0.095
H43 5.425 -1.057 -4.336  0.098
H44 4.176 0.760 -3.213  0.083
H45 3.618 2.820 -4.445  0.100
H46 4.284 3.063 -6.816  0.101
H47 5.523 1.246 -7.940  0.102
H48 6.103 -0.809 -6.699  0.101

The LUMO energy comes out at -3.52 eV. The total charge is +1. For the total energy, the calculation gives -1648.62195 Ha.